Record 1
Below is C27H35BCl4CsFN2NaO9S2 as an isolated structure in a non-equilibrium geometry, with properties calculated with ωB97M-V/def2-TZVPD.

Summary:
frontier orbital gap: 0.71 eV
lowest unoccupied orbital energy: -2.1 eV
HOMO level: -2.79 eV
total charge: -1

```
83
Properties=species:S:1:pos:R:3:mulliken_charge:R:1
C 3.733 -1.986 1.493 -0.57
C 2.370 -1.831 0.683 0.14
Cl 0.799 -1.997 1.611 -0.43
C 2.375 -1.545 -0.697 0.12
Cl 0.717 -1.347 -1.506 -0.21
N 3.529 -1.360 -1.570 0.60
C 4.222 -0.082 -1.381 0.56
C 3.437 1.234 -1.874 -0.90
C 4.100 2.700 -1.668 -0.30
C 5.498 2.840 -1.012 -0.72
C 6.266 1.585 -0.509 -0.65
C 5.598 0.176 -0.724 0.56
S 6.602 -1.270 -0.113 -0.11
C 5.827 -2.689 -1.067 0.87
C 6.723 -3.956 -1.201 -0.81
C 6.217 -5.177 -1.998 -0.60
C 4.805 -5.082 -2.638 -0.59
C 3.898 -3.804 -2.505 0.26
B 2.464 -3.891 -3.288 0.64
O 1.353 -4.518 -2.563 -0.70
O 2.279 -3.366 -4.607 -0.46
C 4.402 -2.539 -1.684 -0.40
H 4.292 -0.979 1.392 0.16
H 3.448 -2.046 2.613 0.39
H 4.363 -2.884 1.188 0.19
H 2.380 1.140 -2.358 0.15
H 3.497 3.631 -2.015 0.35
H 5.970 3.866 -0.893 0.33
H 7.284 1.676 0.008 0.35
H 7.784 -4.033 -0.763 0.33
H 6.876 -6.107 -2.134 0.29
H 4.446 -5.980 -3.256 0.27
H 1.754 -5.256 -2.037 0.32
H 1.517 -3.843 -5.011 0.27
Na -1.021 -3.503 1.788 0.98
F 4.183 -2.201 -3.908 -0.80
C 8.759 -1.483 -3.239 -0.21
C 10.111 -0.778 -3.308 0.51
O 10.750 -0.953 -4.378 -0.49
O 10.412 -0.115 -2.293 -0.68
H 8.553 -2.044 -4.154 0.32
H 8.748 -2.179 -2.398 0.01
H 7.965 -0.746 -3.100 0.09
Cs 2.846 2.298 -4.066 1.02
C -5.746 -1.665 2.677 0.16
Cl -4.236 -1.775 3.593 -0.22
Cl -5.519 -2.207 1.009 -0.20
H -6.497 -2.293 3.154 0.25
H -6.085 -0.623 2.670 0.00
C -8.296 4.553 1.348 -1.82
C -8.577 3.038 1.509 1.74
C -10.102 2.810 1.589 -1.29
C -10.699 3.280 2.909 -0.49
C -9.978 2.636 4.084 -1.28
C -8.438 2.784 4.038 1.85
N -7.851 2.496 2.694 0.05
O -7.792 1.097 2.549 -0.83
C -8.030 4.208 4.480 -1.81
C -7.853 1.879 5.156 -1.91
C -8.062 2.435 0.176 -1.94
H -8.585 4.902 0.350 0.46
H -8.857 5.180 2.038 0.30
H -7.230 4.771 1.469 0.37
H -10.328 1.744 1.462 0.39
H -10.608 3.326 0.762 0.36
H -10.659 4.371 2.987 0.30
H -11.761 3.012 2.943 0.36
H -10.367 3.061 5.016 0.34
H -10.244 1.571 4.101 0.40
H -6.955 4.366 4.345 0.39
H -8.246 4.366 5.543 0.46
H -8.562 5.002 3.959 0.30
H -8.166 0.836 5.055 0.31
H -8.197 2.208 6.143 0.42
H -6.759 1.913 5.160 0.43
H -6.981 2.578 0.073 0.44
H -8.542 2.919 -0.682 0.42
H -8.279 1.368 0.084 0.33
O 13.513 -1.294 -5.794 -0.43
S 14.193 -1.946 -4.660 1.36
O 14.040 -1.111 -3.459 -0.43
O 15.619 -2.108 -4.976 -0.54
O 13.591 -3.266 -4.415 -0.48
```

***

Record 2
Below is C27H35FN4P2V as an isolated structure in a non-equilibrium geometry, with properties calculated with ωB97M-V/def2-TZVPD.

Summary:
frontier orbital gap (spin up / spin down): 7.40 / 7.58 eV
spin multiplicity: 4
lowest unoccupied orbital energy (spin up / spin down): 0.4 / 0.1 eV
HOMO level (spin up / spin down): -6.96 / -7.47 eV

```
70
Properties=species:S:1:pos:R:3:mulliken_charge:R:1
V -0.176 0.628 -1.114 -0.30
C -2.016 1.706 -7.350 -0.36
C -2.139 0.395 -7.108 -0.38
C -1.327 -0.694 -7.735 -1.13
C 0.164 -0.331 -7.935 -0.96
C 0.796 0.440 -6.799 -0.26
C 0.862 1.774 -6.830 -0.48
C 0.298 2.587 -7.983 -0.89
C -1.113 2.237 -8.431 -1.03
C 1.418 0.936 0.546 -1.42
H -2.647 2.445 -6.851 0.12
H -3.009 0.008 -6.571 1.35
H -1.755 -0.924 -8.733 0.34
H -1.421 -1.615 -7.130 0.33
H 0.709 -1.273 -8.135 0.45
H 0.242 0.237 -8.878 0.27
H 1.337 -0.152 -6.054 0.95
H 1.466 2.334 -6.115 0.48
H 0.935 2.450 -8.876 0.28
H 0.344 3.655 -7.727 0.39
H -1.588 3.146 -8.831 0.45
H -1.109 1.524 -9.265 0.37
H 0.570 1.348 1.145 0.36
H 2.287 1.603 0.762 0.32
H 1.659 -0.071 0.935 0.36
P 1.578 -0.443 -2.144 0.91
P -1.488 -0.884 -2.196 0.05
N 2.638 0.831 -2.749 0.78
N 2.775 -1.645 -1.518 0.52
N -2.211 0.531 -2.942 0.39
N -2.913 -1.771 -1.778 0.52
C 0.885 -1.213 -3.656 -0.29
C -0.548 -1.800 -3.440 -0.76
C 2.517 2.159 -2.332 -0.49
C 3.558 2.887 -2.888 -0.74
C 4.356 1.980 -3.661 -0.74
C 3.765 0.721 -3.555 -0.53
C 3.619 -1.431 -0.426 -0.61
C 4.374 -2.578 -0.187 -0.64
C 3.985 -3.543 -1.170 -0.63
C 3.012 -2.943 -1.972 -0.37
C -2.125 1.821 -2.370 -0.13
C -2.749 2.681 -3.271 -1.13
C -3.136 1.935 -4.406 -0.89
C -2.765 0.609 -4.185 -0.30
C -4.047 -2.059 -2.551 -0.32
C -4.909 -2.864 -1.816 -0.53
C -4.301 -3.068 -0.533 -0.63
C -3.096 -2.386 -0.533 -0.37
H 1.595 -2.002 -3.952 1.07
H 0.895 -0.412 -4.425 -1.19
H -1.105 -1.806 -4.393 0.42
H -0.481 -2.824 -3.012 0.36
H 1.755 2.454 -1.621 0.45
H 3.732 3.946 -2.736 0.44
H 5.245 2.226 -4.216 0.46
H 4.060 -0.238 -3.954 0.50
H 3.627 -0.485 0.091 0.44
H 5.103 -2.724 0.600 0.43
H 4.369 -4.543 -1.278 0.44
H 2.488 -3.328 -2.830 0.39
H -1.809 1.925 -1.318 0.49
H -2.924 3.743 -3.151 0.43
H -3.616 2.310 -5.292 0.86
H -2.797 -0.291 -4.784 0.43
H -4.144 -1.653 -3.544 0.31
H -5.860 -3.267 -2.143 0.44
H -4.710 -3.647 0.281 0.43
H -2.354 -2.252 0.237 0.40
F -0.738 -0.676 0.229 -0.67
```

***

Record 3
Below is C27H35IN4P2Pd as an isolated structure in a non-equilibrium geometry, with properties calculated with ωB97M-V/def2-TZVPD.

Summary:
frontier orbital gap (spin up / spin down): 6.06 / 5.71 eV
ΔE to the lowest compared entry with this formula, charge and spin: 113.7 kcal per mole
spin multiplicity: 3
lowest unoccupied orbital energy (spin up / spin down): -0.4 / -1.6 eV
HOMO level (spin up / spin down): -6.51 / -7.33 eV

```
70
Properties=species:S:1:pos:R:3:mulliken_charge:R:1
Pd -1.421 0.596 0.731 -0.47
C 1.270 -2.607 2.014 -0.37
C 2.070 -1.934 1.161 -0.17
C 2.677 -2.504 -0.105 -1.18
C 1.788 -3.374 -1.001 -1.15
C 0.339 -2.925 -1.115 -0.12
C -0.580 -2.988 -0.134 0.24
C -0.549 -3.997 0.984 -0.88
C 0.806 -4.011 1.699 -1.07
C -2.975 2.015 0.267 -1.60
H 1.025 -2.267 3.035 0.11
H 2.522 -0.991 1.478 1.13
H 3.570 -3.106 0.135 0.48
H 3.089 -1.662 -0.680 0.35
H 2.238 -3.416 -2.007 0.44
H 1.834 -4.417 -0.667 0.37
H 0.011 -2.739 -2.160 0.46
H -1.483 -2.361 -0.182 0.03
H -0.793 -5.042 0.685 0.37
H -1.301 -3.703 1.734 0.32
H 0.769 -4.647 2.593 0.55
H 1.517 -4.555 1.068 0.22
H -3.505 2.420 1.144 0.33
H -3.752 1.725 -0.448 0.48
H -2.351 2.794 -0.179 0.53
P -1.167 0.543 -1.563 0.40
P 0.682 1.603 1.043 0.10
N -2.428 -0.629 -1.977 0.58
N -1.323 1.699 -2.866 0.63
N 0.944 0.967 2.675 0.78
N 1.737 3.052 1.336 0.61
C 0.587 0.080 -1.482 1.78
C 1.495 0.781 -0.390 -1.48
C -3.495 -0.841 -1.071 -0.61
C -4.223 -1.924 -1.493 -0.67
C -3.590 -2.431 -2.675 -0.84
C -2.506 -1.616 -2.969 -0.40
C -2.503 2.388 -3.213 -0.38
C -2.325 2.936 -4.468 -0.57
C -1.006 2.596 -4.919 -0.65
C -0.404 1.861 -3.922 -0.38
C -0.064 0.564 3.556 0.01
C 0.472 -0.318 4.481 -0.69
C 1.873 -0.429 4.179 -0.92
C 2.151 0.437 3.139 -0.35
C 2.872 3.191 2.138 -0.28
C 3.217 4.523 2.248 -0.60
C 2.235 5.263 1.501 -0.73
C 1.359 4.340 0.937 -0.50
H 1.054 0.231 -2.462 0.96
H 0.604 -1.008 -1.283 -2.67
H 2.223 0.056 -0.004 0.49
H 2.082 1.593 -0.850 0.48
H -3.577 -0.256 -0.159 0.56
H -5.109 -2.293 -0.997 0.47
H -3.907 -3.305 -3.204 0.44
H -1.768 -1.646 -3.752 0.59
H -3.296 2.493 -2.489 0.32
H -3.042 3.533 -5.008 0.44
H -0.548 2.900 -5.849 0.44
H 0.604 1.490 -3.813 0.34
H -1.008 1.091 3.585 0.10
H -0.066 -0.829 5.258 0.45
H 2.584 -1.131 4.595 0.32
H 3.104 0.756 2.750 0.56
H 3.403 2.360 2.530 0.25
H 4.056 4.911 2.803 0.45
H 2.210 6.330 1.372 0.44
H 0.516 4.470 0.279 0.46
I -1.527 3.315 2.423 -0.11
```